No. 1
Density functional theory data (the ωB97M-V functional and the def2-TZVPD basis) for C19H47LiN2O7 as an isolated structure at a distorted geometry.

HOMO level, eV: -4.7
HOMO-LUMO gap, eV: 4.209
Max |F|, eV/Å: 6.82
Electronic energy, eV: -37968.4284
Energy relative to the best compared isomer or geometry (same formula, charge and spin), eV: 0.000

Each line ends with the Mulliken charge.
Cartesian coordinates (Å):
Li: -1.41158 0.22173 -0.25216  0.923
C: -1.93417 5.09839 -1.41871  -0.659
O: -2.33455 3.72894 -1.44866  -0.858
H: -2.65161 5.87253 -1.69088  0.198
H: -1.67711 5.40431 -0.40460  0.185
H: -1.10907 5.35081 -2.08473  0.185
C: 2.72046 -2.52598 -1.95607  -0.635
O: 1.98232 -1.41962 -1.45238  -0.874
H: 2.18200 -3.01715 -2.76656  0.151
H: 3.76847 -2.44563 -2.24478  0.199
H: 2.68507 -3.30382 -1.19331  0.192
C: 1.39375 1.65746 5.23709  -1.292
C: 2.30709 1.33247 6.33430  -0.516
N: 2.56037 -0.20420 6.57351  -0.156
C: 3.34095 -0.74289 5.38336  -0.944
C: 3.31987 -0.33323 7.95825  -0.486
C: 3.70640 -1.73951 8.42481  -1.114
C: 1.15747 -0.93227 6.67881  -0.869
C: 0.17183 -0.44026 7.76088  -0.554
O: 0.67893 -0.98784 9.00000  -0.256
C: 0.12404 -0.43366 10.17165  -0.829
H: 1.48603 2.69126 4.90415  0.424
H: 0.34961 1.55647 5.53318  0.331
H: 1.59790 1.19275 4.27248  0.317
H: 1.97537 1.76995 7.27593  0.431
H: 3.31514 1.73725 6.24449  0.598
H: 4.22666 -0.11963 5.26020  0.394
H: 2.75227 -0.73333 4.46605  0.422
H: 3.67565 -1.77376 5.49908  0.367
H: 2.79318 0.25801 8.70733  0.372
H: 4.25003 0.20621 7.77964  0.636
H: 4.64623 -1.68431 8.97415  0.363
H: 3.70204 -2.47715 7.62233  0.253
H: 3.05248 -2.16052 9.18851  0.289
H: 1.35367 -1.99738 6.80187  0.491
H: 0.65046 -0.83207 5.71912  0.607
H: -0.80536 -0.83664 7.48503  0.472
H: 0.25851 0.64046 7.64850  0.304
H: 0.35274 -0.96518 11.09539  0.275
H: -0.95368 -0.56392 10.07343  0.332
H: 0.37304 0.60639 10.38238  0.337
C: -2.70045 -1.46078 -5.48533  -1.158
C: -2.99869 -0.09353 -6.18697  -0.355
N: -1.91412 0.22751 -7.28675  0.124
C: -2.16728 -0.79980 -8.46606  -0.989
C: -2.41365 1.52119 -8.03340  -0.493
C: -2.30316 2.72402 -7.09882  -1.240
C: -0.49282 0.33666 -6.67546  -0.789
C: 0.71359 0.73814 -7.54896  -0.995
O: 1.04954 -0.11081 -8.64186  -0.346
C: 2.05940 -1.07639 -8.36711  -0.712
H: -1.73465 -1.32833 -4.99771  0.364
H: -2.50603 -2.33244 -6.11024  0.307
H: -3.53141 -1.75699 -4.84511  0.397
H: -3.22403 0.72930 -5.50854  0.424
H: -3.91879 -0.21703 -6.75816  0.349
H: -1.76054 -1.70727 -8.01978  0.412
H: -1.57155 -0.40571 -9.28940  0.440
H: -3.17279 -0.74285 -8.88298  0.350
H: -3.41323 1.36523 -8.43914  0.447
H: -1.69743 1.57215 -8.85348  0.532
H: -1.32687 2.74166 -6.61442  0.273
H: -3.12422 2.86756 -6.39642  0.397
H: -2.33527 3.66782 -7.64316  0.411
H: -0.25378 -0.60598 -6.18312  0.447
H: -0.70721 0.86303 -5.74537  0.722
H: 1.56303 1.01591 -6.92494  0.529
H: 0.37846 1.66855 -8.00735  0.265
H: 2.79920 -0.75104 -7.63571  0.353
H: 2.52427 -1.38862 -9.30227  0.252
H: 1.56693 -1.96238 -7.96638  0.275
O: -4.50257 -3.28449 3.94223  -0.516
C: -4.54695 -2.30384 3.00970  0.658
O: -5.45205 -1.48777 3.15560  -0.713
O: -3.71148 -2.19650 2.07203  -0.797
H: -5.20649 -2.68133 4.19182  0.369

Force components x, y, z for each atom (eV/Å):
0.051 0.171 -0.122
-0.392 -2.031 0.362
0.341 1.345 -0.296
-1.100 -0.042 -0.356
0.545 0.167 0.485
0.768 -0.135 -0.179
-2.371 0.705 1.513
1.008 -0.327 -0.787
-0.031 -0.136 -0.906
0.461 0.690 -0.169
0.449 -0.642 0.447
-0.924 0.699 -1.500
1.687 -0.870 1.351
-1.771 0.058 1.047
0.112 0.022 0.425
0.662 0.187 -1.180
-0.800 -0.090 0.500
0.256 -0.261 -0.316
2.511 -0.868 -0.156
0.256 0.624 -0.581
-1.457 -0.118 0.264
0.193 0.337 0.634
0.000 -0.278 -0.276
-0.115 -0.678 0.247
-0.252 -0.365 0.081
0.047 -0.058 -0.454
-0.104 0.035 0.018
-0.201 0.305 0.284
-0.238 0.080 0.512
-0.382 -0.335 -0.291
0.017 0.118 -0.261
0.334 -0.037 -0.630
0.506 0.128 -0.016
-0.555 0.316 -0.249
0.234 0.082 0.131
0.341 0.189 -0.150
-0.170 0.210 0.246
-0.742 0.270 0.873
0.642 -0.519 -0.466
-0.303 0.515 0.226
0.090 0.246 -0.495
0.725 1.067 -0.294
0.122 -1.937 -1.029
-2.877 0.375 -1.472
2.152 1.010 1.327
1.607 0.377 1.560
-0.065 0.630 -0.574
-0.515 -1.763 0.632
-1.439 1.108 -0.845
-0.056 0.554 0.787
-0.611 -0.775 0.200
-0.444 -0.224 0.936
-0.383 0.325 -0.646
0.323 0.359 0.339
0.908 0.032 0.071
0.054 0.119 -0.239
-0.566 -0.365 -0.918
0.548 -0.534 0.202
-0.216 -0.408 1.037
0.106 -0.277 0.302
-0.195 0.410 -0.070
-0.261 -0.035 0.275
0.192 -0.562 0.251
0.051 -0.128 -0.478
-0.289 -0.660 -0.656
0.587 1.080 -0.385
0.004 -0.398 0.224
0.384 0.256 -0.292
0.056 0.278 -0.152
0.026 0.375 0.022
0.137 -0.235 0.207
0.680 -0.449 -0.164
3.821 1.520 -5.440
-2.334 1.182 1.299
0.651 -1.131 0.533
-2.487 -0.888 3.640

***

No. 2
Density functional theory data (the ωB97M-V functional and the def2-TZVPD basis) for a 2-piece molecular cluster, C4H8O2 overall.

HOMO level (alpha / beta), eV: -7.6 / -7.6
HOMO-LUMO gap (alpha / beta), eV: 6.956 / 6.957
Max |F|, eV/Å: 0.38
Electronic energy, eV: -8368.8830
Energy relative to the best compared isomer or geometry (same formula, charge and spin), eV: 4.399

Each line ends with the natural charge from an NBO analysis.
Cartesian coordinates (Å):
C: 2.13209 -0.11851 -0.09364  -0.677
C: 0.63138 -0.01106 -0.26413  0.433
O: 0.10455 1.11908 0.05412  -0.773
C: -0.11045 -1.07471 -0.72297  -0.704
C: -1.87368 0.26898 0.66149  0.330
O: -2.38655 1.42246 0.36631  -0.599
H: 2.42894 0.22420 0.90306  0.216
H: 2.49704 -1.13614 -0.25555  0.211
H: 2.61351 0.54662 -0.81942  0.229
H: -1.03854 -0.86057 -1.25077  0.196
H: 0.33480 -2.04750 -0.91314  0.205
H: -1.15016 0.15095 1.45444  0.211
H: -2.51303 -0.55881 0.37482  0.187
H: -1.66987 2.07504 0.50538  0.533

Force components x, y, z for each atom (eV/Å):
0.052 -0.030 0.037
0.143 -0.052 0.046
-0.006 -0.137 -0.139
0.022 0.029 -0.114
-0.303 0.118 0.150
0.304 -0.220 0.006
-0.070 -0.048 -0.126
-0.074 0.147 0.016
-0.083 -0.085 0.084
0.063 0.022 0.099
-0.045 0.180 0.053
-0.013 0.020 -0.120
0.117 0.058 -0.007
-0.105 0.000 0.014

***

No. 3
Density functional theory data (the ωB97M-V functional and the def2-TZVPD basis) for a 8-piece molecular cluster, C37H56FINO23 overall at a distorted geometry.

HOMO level, eV: -2.5
HOMO-LUMO gap, eV: 4.411
Total charge: -1
Max |F|, eV/Å: 4.38
Electronic energy, eV: -98677.2100

Each line ends with the Mulliken charge.
Cartesian coordinates (Å):
C: -0.92795 -1.48743 1.26316  -0.606
C: -0.27319 -1.04122 -0.14660  0.252
O: -1.08629 -1.12850 -1.12765  -0.665
N: 1.12746 -0.69655 -0.23002  1.157
C: 1.89568 -1.51106 -1.20537  -0.912
C: 1.44887 0.76023 -0.25969  -0.857
C: 0.34524 1.61277 -1.12482  -0.301
C: -0.79223 2.27051 -0.23937  0.447
O: -1.78467 1.70932 0.24587  -0.544
F: -0.69289 3.69867 0.02264  -0.259
C: 1.39320 1.30100 1.28075  -0.218
C: 2.75824 0.79633 1.99729  -0.438
C: 2.65826 -0.64086 2.67891  -0.587
I: 4.33845 0.92945 0.46615  -0.121
H: -0.68305 -0.78143 2.11669  0.143
H: -2.03436 -1.72574 1.17162  0.291
H: -0.39765 -2.48268 1.51646  -0.082
H: 2.28013 -2.43827 -0.62764  0.145
H: 2.81301 -0.95272 -1.58100  0.256
H: 1.25561 -1.94602 -2.06060  0.260
H: 0.95193 2.48724 -1.57416  0.073
H: -0.06081 1.02977 -2.01513  0.349
H: 0.44035 1.00022 1.82344  0.172
H: 1.44684 2.45493 1.29956  0.156
H: 3.01540 1.59315 2.78923  0.437
H: 2.12840 -1.43132 2.05879  0.028
H: 3.73525 -1.01665 2.80851  0.208
H: 2.17413 -0.54401 3.70352  0.214
C: 6.87102 2.52058 6.77543  -1.476
C: 6.82165 1.35989 5.80564  0.550
C: 6.39501 1.75157 4.41935  -0.553
O: 5.77544 0.56665 3.93487  -0.162
C: 5.31858 -0.11043 5.02990  0.603
O: 4.58367 -1.04795 4.99470  -0.518
O: 5.81628 0.42759 6.18154  -0.358
H: 7.25483 2.18656 7.74373  0.360
H: 7.51490 3.32167 6.40606  0.363
H: 5.87123 2.92251 6.95909  0.359
H: 7.78423 0.83646 5.79137  0.238
H: 7.24030 2.03176 3.78936  0.309
H: 5.65603 2.56037 4.40197  0.289
C: -0.31802 6.15186 -1.86872  -1.208
C: 1.00931 6.70601 -2.33558  0.390
C: 0.95944 7.28843 -3.71706  0.167
O: 2.29035 7.09448 -4.18526  -0.371
C: 2.79046 6.02010 -3.51136  0.601
O: 3.80999 5.46186 -3.79301  -0.560
O: 1.97723 5.66682 -2.47879  -0.302
H: -0.23987 5.80687 -0.83524  0.347
H: -1.10383 6.90502 -1.92262  0.382
H: -0.61460 5.28361 -2.46376  0.263
H: 1.39350 7.43223 -1.61071  0.242
H: 0.70038 8.34836 -3.71320  0.375
H: 0.27492 6.75874 -4.38694  -0.214
C: -2.17934 -7.05559 1.58777  -1.314
C: -0.81935 -6.45905 1.30091  0.818
C: 0.32465 -7.37830 1.62217  -0.542
O: 1.37184 -6.46748 1.94428  -0.333
C: 0.77572 -5.32886 2.39452  0.619
O: 1.34895 -4.42801 2.93175  -0.581
O: -0.56282 -5.34627 2.15462  -0.364
H: -2.95821 -6.37112 1.27051  0.093
H: -2.31810 -8.00405 1.06563  0.368
H: -2.32254 -7.21481 2.66041  0.334
H: -0.77115 -6.11222 0.26274  0.259
H: 0.60430 -8.00757 0.77649  0.419
H: 0.14002 -8.01654 2.49257  0.236
C: -0.58034 5.42850 -9.26529  -1.462
C: -0.84857 6.29072 -8.05131  0.476
C: -0.44952 5.64539 -6.75515  -0.449
O: -1.35679 6.23103 -5.82559  -0.249
C: -2.46784 6.58106 -6.52955  0.539
O: -3.50231 6.92052 -6.03468  -0.552
O: -2.24797 6.49469 -7.87055  -0.359
H: -0.82482 5.97780 -10.17881  0.355
H: 0.46723 5.12448 -9.31462  0.381
H: -1.21106 4.53573 -9.26096  0.358
H: -0.37328 7.27058 -8.17005  0.248
H: 0.58365 5.86549 -6.48124  0.385
H: -0.59501 4.55978 -6.74521  0.274
C: -7.64861 -4.09318 -1.31485  -1.471
C: -6.41478 -4.31320 -0.46717  0.573
C: -5.14077 -4.36733 -1.26136  -0.582
O: -4.31901 -5.21524 -0.46745  -0.275
C: -5.15212 -6.02473 0.23881  0.649
O: -4.79394 -6.98436 0.85841  -0.541
O: -6.44296 -5.59949 0.14989  -0.349
H: -8.53102 -3.99263 -0.67666  0.356
H: -7.55798 -3.19149 -1.92396  0.371
H: -7.83408 -4.94890 -1.96948  0.354
H: -6.35818 -3.55682 0.32292  0.261
H: -4.68260 -3.38477 -1.38271  0.370
H: -5.26231 -4.82641 -2.24871  0.282
C: -6.71248 6.71019 -1.54074  -1.474
C: -5.35822 7.30649 -1.85644  0.604
C: -4.21078 6.38464 -1.55797  -0.566
O: -3.15578 7.29204 -1.25754  -0.154
C: -3.73636 8.43227 -0.79553  0.493
O: -3.14347 9.32887 -0.27119  -0.565
O: -5.08165 8.41971 -1.00895  -0.369
H: -7.50687 7.39812 -1.84397  0.355
H: -6.86061 5.76086 -2.05950  0.372
H: -6.83181 6.55170 -0.46572  0.367
H: -5.32952 7.65280 -2.89530  0.234
H: -3.95051 5.75454 -2.40950  0.333
H: -4.37955 5.74673 -0.68360  0.311
C: 4.84081 -10.19459 5.09460  -1.480
C: 3.72634 -9.53719 4.31028  0.517
C: 2.36171 -9.76911 4.89389  -0.499
O: 1.52179 -9.71111 3.74700  -0.310
C: 2.28559 -10.07345 2.68018  0.656
O: 1.85477 -10.32050 1.58927  -0.556
O: 3.60464 -10.11821 3.01386  -0.345
H: 5.81056 -9.93210 4.66291  0.354
H: 4.83149 -9.88021 6.14033  0.372
H: 4.76466 -11.28431 5.04887  0.358
H: 3.92914 -8.46794 4.18752  0.305
H: 2.08286 -9.00317 5.61878  0.328
H: 2.24847 -10.75520 5.35818  0.299

Force components x, y, z for each atom (eV/Å):
1.440 -0.484 -0.239
-2.834 -0.737 -1.239
3.020 0.166 2.455
-0.942 -0.480 -0.691
0.111 -1.480 0.145
-2.683 1.086 1.462
1.128 1.819 0.055
-2.805 -2.069 0.086
3.526 2.230 -1.322
0.265 -1.949 -0.368
1.455 0.140 -1.283
-2.088 0.391 0.944
1.260 0.030 -0.396
0.052 -0.012 0.858
-0.410 -0.777 -1.089
1.431 0.699 -0.076
-0.698 1.470 -0.257
-0.373 1.189 -0.912
-1.474 -0.508 0.487
0.900 0.974 1.017
-1.029 -1.108 0.704
0.086 0.620 1.563
1.284 0.135 -0.200
-0.190 -1.649 -0.238
0.022 -1.386 -1.155
0.441 1.345 0.619
-1.750 0.488 0.081
0.563 -0.152 -1.286
-0.055 -0.176 0.494
0.293 0.800 0.474
0.182 0.290 -0.595
-0.181 -0.403 0.744
-0.515 -0.631 -0.340
0.627 0.473 0.271
-0.143 -0.205 -0.331
0.040 0.071 -0.109
-0.013 -0.096 -0.047
0.051 -0.026 -0.216
-0.042 0.000 -0.083
-0.160 -0.151 -0.103
0.082 -0.023 0.142
0.201 -0.234 0.344
-1.113 -0.134 0.494
-0.294 0.462 -0.258
0.314 -0.280 0.002
0.693 -0.685 0.221
-0.617 0.442 0.035
0.629 0.303 -0.732
-0.068 0.074 -0.146
0.226 0.014 -0.033
0.097 0.115 -0.085
0.047 -0.004 -0.099
0.174 -0.051 -0.082
0.017 0.034 0.340
0.246 0.567 0.189
-0.858 -0.727 -0.076
0.126 -0.485 -0.320
-0.038 0.373 0.225
0.322 0.899 0.391
-0.267 -0.639 -0.286
0.699 0.032 0.100
0.435 -0.179 0.059
0.022 0.117 -0.042
0.202 -0.097 -0.052
0.086 0.012 0.059
0.162 0.102 0.127
-0.158 0.094 -0.096
-0.334 0.130 -0.387
0.560 -0.440 -0.793
0.613 -0.257 0.238
-0.571 0.139 -0.326
-0.792 0.267 0.327
0.636 -0.204 -0.266
-0.177 0.120 0.710
0.112 -0.037 0.085
-0.050 0.076 0.079
0.112 0.035 0.189
-0.031 -0.036 0.101
-0.139 0.042 0.141
-0.015 0.092 -0.142
-0.423 -0.216 0.247
-0.712 0.535 -0.536
0.349 0.560 -0.367
-0.284 -0.468 0.327
0.090 -0.656 0.384
-1.078 0.541 -0.625
0.640 -0.245 0.132
0.095 0.081 -0.077
0.078 -0.033 0.091
0.201 0.074 -0.009
0.100 -0.063 -0.041
0.155 -0.174 0.109
-0.146 0.015 0.096
-0.342 0.393 0.123
-0.858 -0.556 -0.197
0.183 -0.673 -0.240
-0.392 0.621 0.262
0.414 0.636 0.373
-0.355 -0.534 -0.353
0.671 0.103 0.117
0.069 -0.118 -0.048
0.095 0.075 -0.014
0.185 -0.088 -0.084
0.105 -0.030 0.055
0.173 0.140 0.085
-0.106 0.090 -0.062
0.399 -0.122 -0.331
0.775 -0.039 0.740
-0.289 0.203 0.548
0.197 -0.192 -0.428
-0.214 -0.190 -1.079
0.299 0.195 0.941
-0.729 0.014 -0.215
-0.097 0.041 0.113
-0.059 0.054 -0.088
-0.180 0.093 0.056
-0.122 -0.049 -0.020
-0.128 -0.018 -0.193
0.161 0.033 -0.054

***

No. 4
Density functional theory data (the ωB97M-V functional and the def2-TZVPD basis) for a 2-piece molecular cluster, C3H11N2 overall at a distorted geometry.

HOMO level, eV: -13.2
HOMO-LUMO gap, eV: 5.350
Total charge: +1
Max |F|, eV/Å: 5.17
Electronic energy, eV: -6257.4863
Energy relative to the best compared isomer or geometry (same formula, charge and spin), eV: 6.095

Each line ends with the natural charge from an NBO analysis.
Cartesian coordinates (Å):
C: 2.88214 -0.33400 0.22162  -0.404
C: -0.79724 -0.70057 -0.64497  0.003
C: -1.22227 0.28220 0.41096  -0.329
N: -2.60704 0.48475 0.21354  -0.662
N: 1.60393 0.17906 -0.24789  -0.771
H: 3.57517 0.49190 0.34590  0.236
H: 3.34674 -1.06285 -0.44875  0.210
H: -1.22411 -0.46407 -1.62465  0.242
H: -1.13650 -1.70237 -0.36026  0.241
H: -0.69509 1.23711 0.38042  0.231
H: -1.13200 0.00449 1.45928  0.250
H: -3.20588 -0.00445 0.85543  0.419
H: -2.96813 1.26444 -0.30823  0.424
H: 0.64537 -0.04450 -0.48298  0.318
H: 1.74173 1.17502 -0.35768  0.392
H: 2.76537 -0.89293 1.15111  0.198

Force components x, y, z for each atom (eV/Å):
-0.566 -2.379 -0.094
-5.153 -0.365 0.182
0.849 2.913 2.131
0.531 -1.251 -0.798
1.526 2.726 0.641
-0.207 0.155 -0.021
0.025 0.263 -0.276
1.186 0.203 -0.451
1.394 -0.518 -0.215
0.139 -0.121 -0.338
0.699 -0.795 -0.255
-0.385 -0.059 -0.305
-0.045 -0.046 -0.164
0.682 -0.978 0.487
-0.731 -0.034 -0.765
0.057 0.287 0.242

***

Question: Among the records above, which one has the lowest max |F|?
Answer: C4H8O2

***

Question: Which of these has the lowest max |F|?
Answer: C4H8O2